(1)
DFT (ωB97M-V/def2-TZVPD) results for a cluster of 2 separate species, C3H11NOS in total in a non-equilibrium geometry.

net charge	0
spin multiplicity	1
LUMO energy	0.033	Eh
E_HOMO	-8.46	eV
structure (SMILES)	CSC.NCO

Positions of all 17 atoms, in Å:
C 0.1622 0.3283 2.1598
H -0.7991 -3.2478 2.0936
H -1.6911 -1.6826 2.0169
H -0.9157 0.3708 -3.4261
H 1.3604 2.5148 -2.4641
C -0.8920 -2.2462 2.4770
S 0.6873 -1.3816 2.1918
H -0.0249 0.8550 -1.1831
H -0.2607 0.6543 3.0994
H 1.4287 0.2573 -2.0541
N 0.6000 1.9855 -2.8622
H 1.0493 0.9268 1.9580
C 0.4532 0.7259 -2.1537
O -0.3271 -0.1928 -2.8956
H -0.5140 0.5794 1.3376
H -1.0511 -2.2716 3.5556
H 0.7346 1.8241 -3.8508

Atom charges from the natural (NBO) analysis, given in e for atoms 1 to 4: C -0.76; H 0.23; H 0.22; H 0.46

(2)
DFT (ωB97M-V/def2-TZVPD) results for a structure of composition C4H4GdLiO5 in a non-equilibrium geometry.

net charge	+1
spin multiplicity	9
LUMO energy (alpha / beta)	-0.207 / -0.233	Eh
E_HOMO (alpha / beta)	-10.14 / -10.14	eV
<S²>	20.0290

Positions of all 15 atoms, in Å:
O -0.2188 2.3580 0.5976
H 1.3650 -1.2972 0.7622
Li 2.7686 2.1984 1.0804
O 3.9360 0.8495 0.9942
C -0.6923 0.2411 -0.4362
C 0.0720 1.1864 0.4597
C 1.9490 -0.4065 0.4926
O -0.5542 0.3145 -1.6895
O -1.4797 -0.5965 0.0872
O 1.2291 0.7627 0.9728
H 3.8821 -1.2201 0.7291
C 3.3180 -0.3638 1.1645
H 3.1679 -0.6201 2.2386
Gd -2.4439 -1.3969 -2.1800
H 2.0564 -0.3325 -0.5981

Atom charges from the Löwdin analysis, given in e for atoms 1 to 4: O 0.16; H 0.13; Li 0.77; O -0.39

(3)
DFT (ωB97M-V/def2-TZVPD) results for the molecule C3H8OS in a non-equilibrium geometry.

net charge	0
spin multiplicity	1
LUMO energy	0.034	Eh
E_HOMO	-8.44	eV
structure (SMILES)	COCSC

Positions of all 13 atoms, in Å:
H -2.5079 0.8306 -0.7792
H 1.7083 1.1610 0.8874
H -1.6819 0.7416 0.8796
H -2.6392 -0.6057 0.2487
S 1.6892 -0.8670 -0.2275
H 0.1268 -2.2674 -0.2945
C 2.0179 0.9077 -0.1161
H 3.1323 1.1265 -0.2873
C -0.0665 -1.1307 0.0901
H -0.2666 -1.1526 1.1533
H 1.3345 1.4319 -0.8021
O -0.8519 -0.3579 -0.7380
C -1.9949 0.1821 -0.0146

Atom charges from the natural (NBO) analysis, given in e for atoms 1 to 4: H 0.20; H 0.21; H 0.18; H 0.18

(4)
DFT (ωB97M-V/def2-TZVPD) results for a cluster of 2 separate species, C4H10N2 in total in a non-equilibrium geometry.

net charge	0
spin multiplicity	1
LUMO energy (alpha / beta)	0.033 / 0.030	Eh
E_HOMO (alpha / beta)	-7.46 / -7.14	eV

Positions of all 16 atoms, in Å:
H 1.2601 0.9782 -2.1690
C -2.0695 0.2640 -0.0553
H 1.7477 -0.4625 1.6836
H -2.9030 0.5546 0.4855
H 2.8794 -1.0754 0.4296
H -1.1927 -0.1072 2.1468
N -0.9009 1.0019 0.4751
H -1.8801 -0.8513 0.1368
N -0.7631 0.8110 1.7653
H 0.2750 0.7282 2.1323
C 1.0065 -0.1223 -1.7760
C 1.2098 -0.2250 -0.3910
H -2.2892 0.4068 -1.1704
C 1.9168 -0.6609 0.5714
H 1.7203 -0.8575 -2.2221
H -0.0170 -0.3825 -2.0426

Atom charges from the natural (NBO) analysis, given in e for atoms 1 to 4: H 0.25; C -0.47; H 0.18; H 0.20

(5)
DFT (ωB97M-V/def2-TZVPD) results for a cluster of 2 separate species, C7H12ClN2 in total in a non-equilibrium geometry.

net charge	+1
spin multiplicity	3
LUMO energy (alpha / beta)	-0.115 / -0.188	Eh
E_HOMO (alpha / beta)	-7.90 / -13.73	eV
<S²>	2.0077

Positions of all 22 atoms, in Å:
H 1.6702 2.2301 0.2612
H 1.9456 0.8489 3.7438
H 0.5968 -1.3595 -4.3827
C 2.1152 0.6203 1.6029
C -0.7907 0.0382 -0.6947
H 0.9806 -0.4063 -2.0973
H 1.3174 -0.5867 2.9304
C -0.6826 -0.8580 -2.7385
C 2.1588 0.1298 2.9711
C 1.5933 1.7593 1.2275
N -1.9712 -0.9008 -2.3127
C -2.0474 -0.4332 -1.0476
H -1.0287 -2.0172 -4.4901
H -0.6082 -0.3128 -4.7784
H 3.0772 -0.3733 3.1536
H -0.4475 -0.0873 0.2179
N 0.0446 -0.2822 -1.8425
H -2.8683 -1.2256 -2.5971
C -0.3716 -1.2098 -4.2289
H 2.6868 0.0342 0.9140
H -2.9725 -0.1978 -0.4917
Cl 0.7155 2.9966 2.3264

Atom charges from the natural (NBO) analysis, given in e for atoms 1 to 4: H 0.19; H 0.24; H 0.24; C -0.26

(6)
DFT (ωB97M-V/def2-TZVPD) results for a cluster of 2 separate species, H4N4O in total in a non-equilibrium geometry.

net charge	0
spin multiplicity	1
LUMO energy (alpha / beta)	0.037 / 0.038	Eh
E_HOMO (alpha / beta)	-7.54 / -7.37	eV

Positions of all 9 atoms, in Å:
N -0.2847 0.8425 -1.5217
N 0.3056 1.2455 -0.5789
H -1.3407 -0.5112 -0.6324
N -0.3344 -0.0384 0.8612
H 1.0505 -0.0682 2.1547
H -0.3395 1.3065 -2.4273
N 0.8914 -0.4117 1.2246
H 0.9887 -1.3394 0.8093
O -0.9369 -1.0256 0.1106

Atom charges from the natural (NBO) analysis, given in e for atoms 1 to 4: N -0.43; N 0.00; H 0.48; N 0.08

(7)
DFT (ωB97M-V/def2-TZVPD) results for the ion C3HS2 with charge -1 in a non-equilibrium geometry.

net charge	-1
spin multiplicity	1
LUMO energy (alpha / beta)	0.139 / 0.139	Eh
E_HOMO (alpha / beta)	-2.75 / -2.93	eV

Positions of all 6 atoms, in Å:
S -1.1935 -1.8153 0.0361
C 0.1535 -1.0421 0.4891
C 0.0945 1.1841 -0.3954
C 0.6773 0.2147 0.3652
S -1.3510 1.0069 -1.1838
H 1.6192 0.4518 0.6889

Atom charges from the natural (NBO) analysis, given in e for atoms 1 to 4: S -0.09; C -0.16; C -0.20; C -0.58

Table of energy relative to the best compared isomer or geometry (same formula, charge and spin) (kcal/mol), in record order: 21.0 44.2 32.1 140.8 56.2 40.4 23.2